[1]
Molecular formula: C10H30IN2O4
Method: DFT, ωB97M-V with the def2-TZVPD basis set

The geometry in XYZ format:
```
47
C10H30IN2O4 ωB97M-V with the def2-TZVPD basis set
I 2.367 -0.421 0.550
C 2.626 -2.286 4.470
O 2.082 -1.009 4.247
H 2.061 -3.054 3.922
H 3.675 -2.360 4.164
H 2.552 -2.510 5.534
H 2.103 -0.845 3.291
C 2.736 -3.480 -2.106
O 2.444 -3.972 -0.794
H 3.572 -2.785 -2.120
H 2.900 -4.335 -2.768
H 1.852 -2.984 -2.545
H 2.433 -3.186 -0.223
C -0.536 4.576 2.219
C -0.063 3.151 2.195
C -1.219 2.195 2.152
O -1.895 2.307 0.920
C -3.141 1.670 0.892
N 0.783 2.976 0.948
H 0.318 5.258 2.214
H -1.122 4.816 3.113
H -1.128 4.757 1.323
H 0.543 2.914 3.077
H -1.901 2.438 2.984
H -0.848 1.169 2.289
H -3.147 0.794 0.236
H -3.899 2.383 0.542
H -3.460 1.333 1.888
H 1.700 3.337 1.251
H 1.046 1.973 0.954
C 1.031 -0.092 -3.458
C -0.383 0.002 -2.948
C -1.023 -1.371 -2.726
O -2.314 -1.208 -2.197
C -3.094 -2.394 -2.302
N -0.377 0.843 -1.712
H 1.447 0.909 -3.606
H 1.142 -0.626 -4.408
H 1.703 -0.532 -2.713
H -0.973 0.555 -3.694
H -0.363 -1.930 -2.039
H -1.080 -1.933 -3.673
H -2.609 -3.218 -1.771
H -3.258 -2.627 -3.359
H -4.043 -2.177 -1.817
H 0.105 0.231 -1.024
H -1.343 0.749 -1.371
```

Computed properties:
Calculated total energy ... -1107.20500 a.u.
Maximum force ... 2.0 eV/A
LUMO energy ... 0.1092 Ha
Total charge ... -1

[2]
Molecular formula: C10H30N6O4
Method: DFT, ωB97M-V with the def2-TZVPD basis set

The geometry in XYZ format:
```
50
C10H30N6O4 ωB97M-V with the def2-TZVPD basis set
C 1.007 1.308 -1.434
O 1.771 0.837 -0.579
N -0.300 1.532 -1.252
N 1.353 1.452 -2.740
H -0.796 1.887 -2.055
H -0.714 1.442 -0.335
H 0.697 1.937 -3.328
H 2.091 0.875 -3.095
C -1.235 3.255 -4.309
O -1.210 2.032 -4.136
N -0.163 3.944 -4.790
N -2.314 4.027 -4.009
H 0.502 3.414 -5.323
H -0.184 4.943 -4.773
H -2.117 4.988 -3.793
H -3.212 3.684 -3.728
C 0.853 1.595 3.854
C 0.866 2.403 2.595
C -0.568 2.788 2.175
O -1.183 1.614 1.676
C -2.516 1.862 1.186
N 1.643 3.634 2.867
H 0.395 2.092 4.707
H 1.854 1.238 4.112
H 0.405 0.631 3.584
H 1.430 1.943 1.781
H -0.492 3.552 1.388
H -1.166 3.204 2.996
H -2.983 2.607 1.827
H -3.012 0.893 1.226
H -2.498 2.152 0.133
H 1.285 3.987 3.754
H 1.439 4.368 2.193
C -0.440 -6.503 0.288
C 0.943 -5.813 0.312
C 0.868 -4.354 0.702
O 0.055 -3.622 -0.205
C -0.070 -2.278 0.147
N 1.871 -6.542 1.206
H -0.989 -5.838 -0.386
H -0.993 -6.509 1.228
H -0.467 -7.520 -0.100
H 1.458 -5.916 -0.652
H 1.869 -3.911 0.640
H 0.426 -4.252 1.698
H 0.761 -1.672 -0.236
H -0.005 -1.988 1.207
H -1.033 -1.876 -0.167
H 2.058 -7.469 0.844
H 2.761 -6.054 1.104
```

Computed properties:
Calculated total energy ... -1028.51319 a.u.
Maximum force ... 2.5 eV/A
LUMO energy ... 0.0062 Ha

[3]
Molecular formula: C10H30O5PbS5
Method: DFT, ωB97M-V with the def2-TZVPD basis set

The geometry in XYZ format:
```
51
C10H30O5PbS5 ωB97M-V with the def2-TZVPD basis set
Pb 0.172 0.579 -0.443
C -3.337 0.150 5.732
S -3.953 0.081 3.991
O -2.844 0.601 3.056
C -4.153 -1.737 4.022
H -3.079 1.185 5.958
H -2.484 -0.465 6.017
H -4.142 -0.031 6.445
H -3.252 -2.298 4.269
H -4.614 -1.973 3.063
H -4.864 -1.629 4.841
C 0.648 -5.476 -1.743
S 0.913 -4.309 -3.222
O 0.669 -2.868 -2.796
C 2.737 -4.774 -3.278
H 0.647 -6.547 -1.944
H -0.288 -5.239 -1.238
H 1.428 -5.406 -0.985
H 3.235 -4.517 -4.213
H 2.899 -5.846 -3.167
H 3.249 -4.328 -2.425
C -4.969 -1.148 -3.805
S -5.362 -1.295 -2.068
O -4.118 -0.953 -1.334
C -6.433 0.201 -1.723
H -5.810 -1.344 -4.470
H -4.408 -2.044 -4.072
H -4.478 -0.265 -4.215
H -7.483 0.019 -1.955
H -6.062 1.066 -2.273
H -6.418 0.611 -0.713
C 5.479 0.901 -4.930
S 5.023 2.090 -3.690
O 4.255 1.382 -2.526
C 6.676 2.262 -2.899
H 4.715 0.343 -5.472
H 6.194 0.104 -4.726
H 5.950 1.447 -5.747
H 7.083 1.314 -2.548
H 6.675 2.958 -2.060
H 7.347 2.595 -3.691
C 2.639 3.551 4.684
S 2.078 4.720 3.382
O 1.417 3.914 2.279
C 0.736 5.449 4.304
H 2.835 4.053 5.632
H 3.510 3.033 4.284
H 1.809 2.871 4.881
H -0.122 4.847 4.604
H 0.427 6.327 3.736
H 1.230 5.839 5.193
```

Computed properties:
Calculated total energy ... -2958.07184 a.u.
Maximum force ... 3.5 eV/A
LUMO energy ... -0.3804 Ha
Total charge ... +2